Entry 1:
The following is a quantum chemistry calculation of a single C18H21N7 molecule in a non-equilibrium geometry, from the OMol25 dataset.

Geometry (Å):
1 C -3.125 3.937 -4.381
2 C -3.153 2.549 -3.753
3 C -4.190 1.686 -4.469
4 N -1.854 1.915 -3.734
5 C -1.291 1.215 -2.676
6 C -0.022 0.926 -3.090
7 C 0.995 0.245 -2.215
8 N 0.687 -0.015 -0.916
9 C 1.571 -0.725 -0.166
10 C 1.268 -1.047 1.261
11 C -0.076 -0.944 1.690
12 C -0.417 -1.202 3.015
13 C 0.561 -1.492 3.958
14 C 1.870 -1.566 3.539
15 C 2.243 -1.376 2.210
16 C 2.794 -1.789 4.685
17 C 1.875 -1.956 5.886
18 N 0.538 -1.716 5.312
19 C -0.735 -2.039 6.011
20 C 2.806 -1.110 -0.717
21 N 3.173 -0.806 -1.962
22 C 2.279 -0.187 -2.693
23 N 2.673 -0.031 -3.956
24 N 0.132 1.348 -4.400
25 N -0.963 1.910 -4.815
26 H -2.340 4.517 -3.915
27 H -2.882 3.823 -5.444
28 H -4.067 4.471 -4.250
29 H -3.476 2.659 -2.718
30 H -3.891 1.433 -5.503
31 H -5.151 2.190 -4.482
32 H -4.296 0.735 -3.951
33 H -1.648 0.970 -1.723
34 H -0.862 -0.602 1.034
35 H -1.408 -1.093 3.397
36 H 3.317 -1.416 2.013
37 H 3.470 -0.898 4.813
38 H 3.443 -2.652 4.483
39 H 1.923 -3.000 6.293
40 H 2.096 -1.191 6.638
41 H -1.044 -3.076 5.829
42 H -1.476 -1.323 5.652
43 H -0.594 -1.955 7.106
44 H 3.484 -1.757 -0.184
45 H 3.676 -0.067 -4.135
46 H 2.087 0.504 -4.572

Cartesian forces (eV/Å) of the 2 atoms listed first:
C 0.6 -0.3 -0.2
C -1.3 0.3 -0.6

Charge   0
Highest occupied orbital energy   -6.81 eV
Multiplicity   1
E_LUMO   0.54 eV
Energy relative to the best compared isomer or geometry (same formula, charge and spin)   0.000 eV


Entry 2:
The following is a quantum chemistry calculation of 2 unconnected molecules or ions with the total composition C18H22BFN5O3, from the OMol25 dataset.

Geometry (Å):
1 C -1.618 0.644 3.912
2 B -0.674 0.636 2.664
3 O 0.391 1.462 2.533
4 N -0.806 -0.354 1.550
5 C 0.231 -1.415 1.513
6 C -1.706 -0.390 0.595
7 N -1.774 -1.320 -0.383
8 C -2.828 -1.027 -1.123
9 C -3.280 -1.802 -2.319
10 N -2.133 -2.395 -2.986
11 N -3.451 0.066 -0.663
12 N -2.736 0.481 0.434
13 O -3.154 1.569 1.123
14 C -2.941 2.770 0.309
15 O -3.907 3.403 0.068
16 C -1.532 3.026 -0.077
17 C -0.744 3.809 0.761
18 C 0.572 4.058 0.404
19 C 1.091 3.531 -0.773
20 C 0.293 2.765 -1.612
21 C -1.025 2.508 -1.266
22 H -2.345 1.458 3.879
23 H -2.147 -0.300 4.028
24 H -1.017 0.799 4.811
25 H 0.363 2.191 3.161
26 H -0.185 -2.337 1.912
27 H 0.589 -1.547 0.500
28 H 1.075 -1.088 2.117
29 H -3.898 -2.619 -1.943
30 H -3.876 -1.154 -2.969
31 H -2.440 -3.069 -3.673
32 H -1.565 -1.695 -3.444
33 H -4.277 0.538 -0.998
34 H -1.151 4.221 1.676
35 H 1.203 4.668 1.035
36 H 2.122 3.729 -1.029
37 H 0.693 2.379 -2.539
38 H -1.663 1.923 -1.917
39 F 1.869 -1.257 -1.323
40 C 3.040 -1.889 -1.049
41 C 3.183 -3.210 -1.418
42 C 4.381 -3.848 -1.131
43 C 5.401 -3.167 -0.482
44 C 5.227 -1.839 -0.120
45 C 4.036 -1.185 -0.405
46 H 2.371 -3.722 -1.918
47 H 4.515 -4.882 -1.417
48 H 6.332 -3.670 -0.261
49 H 6.019 -1.306 0.387
50 H 3.879 -0.149 -0.138

Cartesian forces (eV/Å) of the 2 atoms listed first:
C 0.2 -0.1 -0.1
B -0.1 0.3 0.1

Charge   +1
Highest occupied orbital energy   -11.38 eV
Multiplicity   1
E_LUMO   -2.49 eV


Entry 3:
The following is a quantum chemistry calculation of a molecular structure, C18H22Br30In in a non-equilibrium geometry, from the OMol25 dataset.

Geometry (Å):
1 C 1.892 -2.534 -2.431
2 C 3.424 -2.205 -2.538
3 C 4.398 -3.056 -3.192
4 C 5.824 -2.721 -3.300
5 C 6.284 -1.487 -2.681
6 C 5.305 -0.644 -2.004
7 C 5.748 0.665 -1.283
8 In 6.127 0.026 0.891
9 C 3.876 -0.966 -1.917
10 H 1.355 -1.686 -2.922
11 H 1.684 -3.530 -2.885
12 H 1.597 -2.508 -1.347
13 H 4.042 -4.020 -3.636
14 H 6.543 -3.397 -3.821
15 H 7.354 -1.167 -2.704
16 H 4.937 1.444 -1.339
17 H 6.672 1.106 -1.749
18 H 6.961 -1.570 0.758
19 H 4.475 -0.279 1.568
20 H 7.055 1.223 1.809
21 H 3.182 -0.270 -1.386
22 C -2.218 -3.146 -2.193
23 Br -0.922 -4.567 -1.995
24 Br -2.554 -2.250 -0.513
25 Br -1.716 -1.899 -3.584
26 H -3.150 -3.606 -2.501
27 C -5.523 -5.337 0.456
28 Br -5.047 -5.702 -1.383
29 Br -6.964 -6.474 1.064
30 Br -3.989 -5.436 1.628
31 H -5.888 -4.314 0.493
32 C 8.306 4.600 0.526
33 Br 7.386 6.231 1.025
34 Br 7.077 3.123 0.316
35 Br 9.422 4.850 -1.041
36 H 8.967 4.348 1.348
37 C -2.577 -8.128 4.324
38 Br -3.092 -7.530 6.089
39 Br -1.254 -6.964 3.530
40 Br -1.997 -9.973 4.332
41 H -3.462 -8.075 3.699
42 C -8.213 -1.945 0.843
43 Br -8.194 -2.874 2.540
44 Br -6.468 -1.258 0.381
45 Br -8.950 -3.043 -0.569
46 H -8.872 -1.090 0.957
47 C -2.999 1.634 1.910
48 Br -1.478 1.586 0.720
49 Br -4.469 2.647 1.160
50 Br -3.549 -0.141 2.444
51 H -2.683 2.152 2.809
52 C 5.337 2.062 5.626
53 Br 5.985 2.182 3.804
54 Br 5.038 0.227 6.159
55 Br 6.499 2.990 6.871
56 H 4.375 2.563 5.660
57 C -7.743 2.617 -1.925
58 Br -5.925 2.080 -2.304
59 Br -8.861 2.527 -3.500
60 Br -8.498 1.617 -0.452
61 H -7.710 3.657 -1.618
62 C -9.211 5.690 -6.557
63 Br -9.380 3.903 -7.281
64 Br -10.761 6.192 -5.515
65 Br -7.570 5.912 -5.558
66 H -9.162 6.369 -7.401
67 C 4.683 7.915 4.188
68 Br 4.197 8.541 5.955
69 Br 5.962 9.090 3.337
70 Br 5.300 6.086 4.218
71 H 3.781 7.937 3.585

Cartesian forces (eV/Å) of the 2 atoms listed first:
C 1.5 0.5 0.2
C 1.1 0.9 0.6

Charge   -1
Highest occupied orbital energy   -4.39 eV
Multiplicity   1
E_LUMO   0.64 eV


Entry 4:
The following is a quantum chemistry calculation of 3 unconnected molecules or ions with the total composition C18H22BrF3INOPS, from the OMol25 dataset.

Geometry (Å):
1 C -0.264 -1.076 1.029
2 C -0.225 -0.218 -0.219
3 F -0.176 1.120 0.195
4 C 0.937 -0.479 -1.187
5 P 1.239 1.194 -2.168
6 O 2.901 1.128 -2.279
7 Br 0.812 0.671 -4.280
8 C 2.258 -0.838 -0.509
9 N 3.043 -1.531 -1.601
10 I 4.357 -2.960 -0.788
11 C 2.037 -2.111 -2.592
12 C 0.696 -1.801 -1.946
13 S -0.733 -1.937 -3.045
14 H 0.464 -0.719 1.757
15 H -0.065 -2.128 0.812
16 H -1.256 -1.021 1.475
17 H -1.154 -0.343 -0.783
18 H 3.283 1.945 -1.927
19 H 2.108 -1.572 0.281
20 H 2.831 -0.018 -0.098
21 H 3.654 -0.854 -2.061
22 H 2.169 -1.609 -3.547
23 H 2.222 -3.175 -2.708
24 H 0.534 -2.570 -1.187
25 H -1.470 -2.657 -2.189
26 F 2.990 1.343 1.647
27 C 2.691 1.451 2.980
28 C 3.618 1.008 3.897
29 C 3.300 1.118 5.244
30 C 2.084 1.660 5.638
31 C 1.178 2.099 4.683
32 C 1.476 1.999 3.330
33 H 4.561 0.595 3.564
34 H 4.011 0.783 5.987
35 H 1.846 1.745 6.689
36 H 0.232 2.528 4.988
37 H 0.793 2.345 2.565
38 F -3.286 -1.467 -0.761
39 C -4.117 -0.520 -1.288
40 C -4.935 0.185 -0.433
41 C -5.766 1.152 -0.984
42 C -5.763 1.392 -2.351
43 C -4.924 0.662 -3.182
44 C -4.088 -0.311 -2.651
45 H -4.923 -0.023 0.628
46 H -6.421 1.720 -0.336
47 H -6.415 2.147 -2.768
48 H -4.919 0.845 -4.248
49 H -3.425 -0.897 -3.272

Cartesian forces (eV/Å) of the 2 atoms listed first:
C 0.0 -0.1 -0.1
C -0.1 0.1 0.1

Charge   +1
Highest occupied orbital energy   -11.40 eV
Multiplicity   1
E_LUMO   -5.08 eV
Energy relative to the best compared isomer or geometry (same formula, charge and spin)   0.000 eV


Entry 5:
The following is a quantum chemistry calculation of a single C18H22BrNO2 molecule, from the OMol25 dataset.

Geometry (Å):
1 C -3.275 1.763 -2.112
2 C -2.406 0.527 -1.913
3 C -3.135 -0.544 -1.105
4 C -2.378 -1.871 -1.031
5 N -1.096 -1.752 -0.356
6 C 0.097 -1.657 -1.160
7 C -1.118 -1.722 0.998
8 O -2.145 -1.902 1.623
9 C 0.218 -1.516 1.714
10 C 0.965 -0.286 1.281
11 C 0.256 0.912 1.256
12 O -1.041 0.838 1.648
13 C -1.820 2.007 1.706
14 C 0.871 2.104 0.835
15 C 2.182 2.103 0.451
16 C 2.945 0.923 0.492
17 C 4.304 0.935 0.116
18 C 5.039 -0.213 0.176
19 Br 6.878 -0.200 -0.334
20 C 4.468 -1.415 0.617
21 C 3.152 -1.445 0.978
22 C 2.334 -0.290 0.924
23 H -2.728 2.536 -2.649
24 H -3.593 2.167 -1.153
25 H -4.166 1.514 -2.685
26 H -2.128 0.123 -2.890
27 H -1.487 0.810 -1.397
28 H -4.110 -0.737 -1.558
29 H -3.300 -0.189 -0.087
30 H -2.983 -2.582 -0.460
31 H -2.210 -2.271 -2.033
32 H 0.416 -0.623 -1.318
33 H -0.099 -2.104 -2.135
34 H 0.921 -2.202 -0.701
35 H -0.036 -1.426 2.774
36 H 0.810 -2.421 1.585
37 H -1.401 2.737 2.406
38 H -1.932 2.469 0.720
39 H -2.795 1.683 2.066
40 H 0.309 3.024 0.808
41 H 2.650 3.017 0.118
42 H 4.749 1.862 -0.213
43 H 5.075 -2.305 0.670
44 H 2.744 -2.380 1.329

Cartesian forces (eV/Å) of the 2 atoms listed first:
C 0.2 -0.1 0.0
C -0.3 0.0 0.1

Charge   0
Highest occupied orbital energy   -8.07 eV
Multiplicity   1
E_LUMO   0.22 eV
Energy relative to the best compared isomer or geometry (same formula, charge and spin)   0.000 eV